[1]
This record from the OMol25 dataset describes 2 unconnected molecules or ions with the total composition C17H25O at a distorted geometry. The level of theory is the ωB97M-V functional and the def2-TZVPD basis.

Structure (ORCA input):
```
! wB97M-V def2-TZVPD RIJCOSX def2/J DEFGRID3
* xyz 1 1
C -0.55685 -0.27777 4.89552
O 0.42178 -0.57398 3.92380
C 0.81738 0.50114 3.19483
C 1.79966 0.37601 2.20299
C 2.25678 1.45315 1.40324
C 3.22911 1.24461 0.45506
C 3.78472 -0.02212 0.25850
C 4.83774 -0.23403 -0.77126
C 3.33854 -1.08715 1.04315
C 2.36987 -0.89501 1.99211
H -0.79550 -1.20291 5.42715
H -0.16772 0.45538 5.60451
H -1.45868 0.10285 4.41312
H 0.36351 1.45879 3.39177
H 1.83621 2.43336 1.54814
H 3.58112 2.06136 -0.15446
H 5.16016 -1.27569 -0.79606
H 4.46937 0.02294 -1.76529
H 5.71565 0.37990 -0.56550
H 3.76464 -2.06536 0.89754
H 2.02135 -1.70884 2.60434
C -1.54166 -1.98225 -3.84253
C -1.67375 -0.69986 -3.54929
C -2.12498 0.26687 -4.58262
C -1.44515 -0.21241 -2.15161
C -2.71283 -0.24336 -1.29834
C -2.50111 0.28185 0.08845
C -2.64743 1.73960 0.33427
C -2.12778 -0.53109 1.06154
H -1.24504 -2.69127 -3.09482
H -1.73190 -2.34675 -4.83317
H -2.20561 1.27336 -4.17159
H -1.42610 0.30264 -5.41875
H -3.10346 -0.01091 -4.97572
H -0.65615 -0.80764 -1.67903
H -1.04999 0.80836 -2.18334
H -3.49845 0.33886 -1.79141
H -3.10727 -1.26402 -1.24600
H -2.94300 2.26441 -0.57461
H -3.40530 1.93611 1.09313
H -1.70825 2.17382 0.67824
H -1.94002 -0.16317 2.05047
H -1.99360 -1.57979 0.88355
*
```

ΔE to the lowest compared entry with this formula, charge and spin = 6.4 kcal per mole
LUMO level = -5.59 eV
Orbital gap = 5.6 eV

[2]
This record from the OMol25 dataset describes a gas-phase ion, C2H3N2O (charge +1) at a distorted geometry. The level of theory is the ωB97M-V functional and the def2-TZVPD basis.

Structure (ORCA input):
```
! wB97M-V def2-TZVPD RIJCOSX def2/J DEFGRID3
* xyz 1 1
C 2.32022 0.04447 -0.04638
C -1.43489 0.01105 0.03746
N 1.05283 0.12987 -0.12727
N -0.07592 -0.29215 0.12119
O 3.46595 0.14171 -0.00504
H -2.06964 -0.78295 -0.56603
H -1.64864 0.89462 -0.44534
H -1.60992 -0.14661 1.03142
*
```

SMILES string = CN=[N+]=C=O
ΔE to the lowest compared entry with this formula, charge and spin = 107.0 kcal per mole
LUMO level (spin up / spin down) = -7.99 / -8.05 eV
Orbital gap (spin up / spin down) = 7.6 / 7.6 eV

[3]
This record from the OMol25 dataset describes 2 unconnected molecules or ions with the total composition C4H9O3 at a distorted geometry. The level of theory is the ωB97M-V functional and the def2-TZVPD basis.

Structure (ORCA input):
```
! wB97M-V def2-TZVPD RIJCOSX def2/J DEFGRID3
* xyz -1 1
C 1.15713 -0.89330 -1.13484
C 1.74186 0.04286 -0.07668
C -0.19504 -0.20864 -1.68884
O -1.21949 -0.82557 -1.31058
O -0.03671 0.85187 -2.31108
H 1.84390 -0.95118 -1.98866
H 0.84657 -1.85376 -0.75699
H 1.64366 -0.13564 0.99611
H 1.22667 1.01411 -0.08729
H 2.78300 0.35209 -0.24398
C -1.07176 0.43574 2.04515
O -0.60254 0.50844 3.43776
H 0.19416 0.00737 3.46431
H -1.10618 1.44233 1.63986
H -0.43551 -0.17541 1.42447
H -2.05427 -0.01036 2.20471
*
```

ΔE to the lowest compared entry with this formula, charge and spin = 32.3 kcal per mole
LUMO level = 3.54 eV
Orbital gap = 7.4 eV

[4]
This record from the OMol25 dataset describes a molecular structure, C4H10NS at a distorted geometry. The level of theory is the ωB97M-V functional and the def2-TZVPD basis.

Structure (ORCA input):
```
! wB97M-V def2-TZVPD RIJCOSX def2/J DEFGRID3
* xyz 1 1
C 1.20099 -0.66847 -0.87989
C 0.65024 -0.07362 0.38388
C 0.34015 0.39471 -1.46847
C -1.67079 0.15030 1.23203
N -0.45795 -0.70212 1.08707
S 0.86195 1.96752 -1.96945
H 2.27054 -0.54415 -1.01501
H 0.90123 -1.68896 -1.09830
H 1.17516 0.69835 0.91397
H -0.68618 0.17530 -1.70083
H -1.37536 1.14242 1.56727
H -2.17920 0.23978 0.27496
H -2.35562 -0.27744 1.96244
H -0.71102 -1.57155 0.59949
H -0.13770 -0.96253 2.03148
H 2.17357 1.72045 -1.92064
*
```

ΔE to the lowest compared entry with this formula, charge and spin = 53.3 kcal per mole
LUMO level = -3.34 eV
Orbital gap = 8.9 eV

[5]
This record from the OMol25 dataset describes 2 unconnected molecules or ions with the total composition C2H8N2 at a distorted geometry. The level of theory is the ωB97M-V functional and the def2-TZVPD basis.

Structure (ORCA input):
```
! wB97M-V def2-TZVPD RIJCOSX def2/J DEFGRID3
* xyz 0 1
C 1.75320 1.51742 -1.43194
N 2.26272 1.31237 -0.10254
H 1.04827 0.68025 -1.70659
H 2.41712 1.69490 -2.31225
H 0.96849 2.29624 -1.59081
H 3.09148 1.88938 -0.13111
H 2.57506 0.37017 0.08140
C -1.79100 -1.30581 1.11417
N -2.85022 -1.94622 0.78117
H -1.45392 -1.38894 2.14601
H -1.17937 -0.59200 0.56956
H -3.16884 -1.68606 -0.19447
*
```

SMILES string = C=N.CN
ΔE to the lowest compared entry with this formula, charge and spin = 34.4 kcal per mole
LUMO level = 0.86 eV
Orbital gap = 10.5 eV

[6]
This record from the OMol25 dataset describes 5 unconnected molecules or ions with the total composition C6H23NO4S at a distorted geometry. The level of theory is the ωB97M-V functional and the def2-TZVPD basis.

Structure (ORCA input):
```
! wB97M-V def2-TZVPD RIJCOSX def2/J DEFGRID3
* xyz 0 1
C 0.21253 -0.66671 1.71602
C -0.47869 -2.07272 1.76128
S 0.79850 -3.42401 1.84533
C -0.44680 0.23544 0.73023
N -0.00388 1.61109 0.96711
C 2.61969 1.88065 1.21382
C 1.30694 1.97616 0.28193
C 1.61789 1.24185 -1.02112
H 0.26267 -0.18255 2.68318
H 1.27088 -0.76277 1.32901
H -1.21502 -2.23464 0.90407
H -1.17900 -2.33830 2.60405
H 1.34616 -2.81689 2.94785
H -0.46540 0.07004 -0.29728
H -1.59049 0.12813 0.97649
H -0.23850 1.89248 1.90845
H 2.44167 2.01294 2.36407
H 2.99299 0.76276 1.31794
H 3.37162 2.55998 0.83139
H 1.21232 3.12376 0.06754
H 0.67171 1.10022 -1.66468
H 1.94623 0.20373 -0.80587
H 2.52219 1.69174 -1.58455
H 0.71291 -2.61901 -3.90997
H 0.68989 -1.50743 -2.70920
O 0.30062 -2.31550 -3.07293
H -3.33827 0.95410 0.75127
H -2.29496 1.73228 0.08192
O -3.10780 1.14522 -0.16365
H -2.45294 -1.55774 -1.32044
H -3.50251 -0.57576 -0.81253
O -3.34195 -1.55546 -0.98479
H -1.17694 0.73341 -3.41415
H -0.94577 -0.65304 -2.59768
O -0.51851 0.22657 -2.92409
*
```

SMILES string = CC(C)NCCCS.O.O.O.O
ΔE to the lowest compared entry with this formula, charge and spin = 77.2 kcal per mole
LUMO level = 0.38 eV
Orbital gap = 8.9 eV

[7]
This record from the OMol25 dataset describes 2 unconnected molecules or ions with the total composition Cl2H3NSi at a distorted geometry. The level of theory is the ωB97M-V functional and the def2-TZVPD basis.

Structure (ORCA input):
```
! wB97M-V def2-TZVPD RIJCOSX def2/J DEFGRID3
* xyz 0 3
N 0.35680 0.99332 0.06058
Si -1.11803 0.39579 0.13961
Cl -1.35580 -1.55804 -0.04653
Cl 1.74308 -1.78570 -0.45349
H 0.87615 1.61602 0.65471
H 1.90900 -0.50198 -0.88295
H -2.41120 0.84060 0.52807
*
```

<S²> = 2.005
ΔE to the lowest compared entry with this formula, charge and spin = 44.0 kcal per mole
LUMO level (spin up / spin down) = 0.32 / -3.17 eV
Orbital gap (spin up / spin down) = 6.2 / 7.6 eV

[8]
This record from the OMol25 dataset describes 9 unconnected molecules or ions with the total composition C45H98F6N9O15S6 at a distorted geometry. The level of theory is the ωB97M-V functional and the def2-TZVPD basis.

Structure (ORCA input):
```
! wB97M-V def2-TZVPD RIJCOSX def2/J DEFGRID3
* xyz 3 1
C 23.43527 -15.66310 -22.66450
C 24.84234 -15.65414 -22.09910
O 25.73896 -14.92680 -22.49727
N 25.18603 -16.63769 -21.00770
H 24.38473 -17.21652 -20.80040
H 25.82352 -17.25121 -21.49483
C 25.74332 -15.94933 -19.71761
H 23.37815 -16.58309 -23.24627
H 23.29268 -14.73299 -23.21464
H 22.66463 -15.72125 -21.89583
H 26.75302 -15.57955 -19.89610
H 25.81469 -16.79967 -19.03942
H 25.02819 -15.18866 -19.40444
C 25.05302 -26.95377 -25.82535
C 23.60803 -26.45881 -25.94930
C 22.90738 -27.35130 -27.03900
C 21.34934 -27.34027 -27.13059
C 20.71852 -27.62683 -25.77877
C 21.28989 -26.82203 -24.54623
N 22.88138 -26.70512 -24.62085
O 23.50126 -26.04425 -23.54349
C 20.91924 -27.50525 -23.23167
C 20.66890 -25.41144 -24.49918
C 23.57861 -24.96892 -26.41912
H 25.07325 -27.94751 -25.37797
H 25.66725 -26.33516 -25.17102
H 25.51391 -26.98474 -26.81263
H 23.21803 -28.37625 -26.83630
H 23.31271 -27.11060 -28.02178
H 20.94445 -28.04447 -27.85740
H 21.00790 -26.35994 -27.46294
H 20.81023 -28.70829 -25.67815
H 19.62895 -27.63265 -25.80862
H 21.32377 -26.94036 -22.39182
H 21.32951 -28.51207 -23.30973
H 19.83552 -27.59235 -23.15372
H 19.73234 -25.35528 -23.94438
H 20.44205 -25.08829 -25.51516
H 21.36907 -24.71175 -24.04279
H 22.66273 -24.75996 -26.97191
H 24.49474 -24.56225 -26.84741
H 23.57860 -24.31900 -25.54408
C 18.41398 -15.83397 -12.79275
C 18.04198 -14.67965 -11.83448
C 16.48400 -14.55979 -11.83787
C 15.91724 -13.62774 -10.68553
C 16.31000 -14.10441 -9.30346
C 17.82971 -14.29889 -9.17873
N 18.44943 -15.03537 -10.40936
O 19.60643 -15.79875 -10.16505
C 18.12004 -15.13418 -7.87978
C 18.43433 -12.83334 -9.13251
C 18.72275 -13.37384 -12.33861
H 19.45541 -16.14706 -12.86683
H 18.06293 -15.76046 -13.82206
H 17.91401 -16.72580 -12.41488
H 16.04923 -15.55570 -11.75273
H 16.11504 -14.30398 -12.83111
H 14.82891 -13.64873 -10.74180
H 16.18289 -12.59373 -10.90544
H 15.74137 -15.01036 -9.09362
H 15.95541 -13.45890 -8.49991
H 17.73493 -14.63901 -6.98839
H 19.16382 -15.36987 -7.67228
H 17.53749 -16.05518 -7.90220
H 19.50678 -12.94867 -9.28949
H 18.23156 -12.38852 -8.15828
H 17.89307 -12.15723 -9.79435
H 19.79106 -13.54295 -12.20355
H 18.42928 -12.48227 -11.78446
H 18.55702 -13.17365 -13.39717
C 28.45348 -27.66509 -17.54546
C 28.33146 -26.14479 -17.84338
C 27.37277 -25.39478 -16.94296
N 27.14337 -23.86269 -17.29026
C 26.15405 -23.70869 -18.55509
C 26.56980 -22.99738 -16.11512
C 27.08645 -21.60048 -16.35587
C 27.93859 -21.69865 -17.56735
C 28.40095 -23.11562 -17.50093
H 28.77536 -28.18258 -18.44916
H 27.47855 -28.03949 -17.23331
H 29.28023 -27.80314 -16.84866
H 28.08218 -25.82928 -18.85650
H 29.31300 -25.68689 -17.72092
H 27.85124 -25.44722 -15.96500
H 26.34694 -25.70156 -16.73886
H 25.17511 -24.12568 -18.31864
H 26.59818 -24.12056 -19.46130
H 25.86643 -22.69116 -18.81966
H 25.48692 -23.12178 -16.11338
H 27.07035 -23.26105 -15.18344
H 26.26067 -20.90338 -16.49808
H 27.66352 -21.27151 -15.49166
H 27.51161 -21.42386 -18.53186
H 28.72560 -20.94556 -17.52761
H 28.86369 -23.30375 -18.46974
H 29.05937 -23.49425 -16.71913
C 15.14293 -21.18911 -22.44190
C 14.82421 -20.25713 -21.18392
C 15.01672 -21.09198 -19.84931
N 14.39329 -20.48089 -18.58271
C 12.81313 -20.61046 -18.62187
C 14.70441 -18.95376 -18.31396
C 14.24160 -18.70433 -16.83952
C 14.28432 -20.07828 -16.14959
C 14.96620 -20.94417 -17.21397
H 14.97753 -20.73793 -23.42026
H 14.57442 -22.11803 -22.48660
H 16.17790 -21.52389 -22.37212
H 13.76934 -19.98269 -21.19083
H 15.37667 -19.31772 -21.16395
H 16.06840 -21.10692 -19.56320
H 14.57413 -22.08740 -19.88605
H 12.54719 -21.65701 -18.77062
H 12.49785 -20.17257 -19.56895
H 12.29791 -20.20600 -17.75063
H 14.13216 -18.41799 -19.07131
H 15.74581 -18.75975 -18.57074
H 13.23067 -18.31963 -16.70490
H 14.91518 -17.96626 -16.40404
H 13.32569 -20.57805 -16.01046
H 14.93825 -19.97646 -15.28350
H 14.86241 -22.01242 -17.02381
H 16.03540 -20.73433 -17.24354
C 17.63987 -14.36955 -20.82362
C 16.12634 -13.97830 -20.98895
C 15.97749 -12.80059 -21.95865
N 14.64307 -12.72048 -22.76567
C 13.37460 -12.77951 -21.93540
C 14.62908 -13.90848 -23.75495
C 13.98452 -13.45006 -25.04173
C 13.80698 -11.94561 -24.85003
C 14.62191 -11.43247 -23.66616
H 17.79174 -15.05689 -19.99139
H 18.21560 -13.49736 -20.51393
H 18.00444 -14.88483 -21.71226
H 15.62579 -13.54174 -20.12468
H 15.54971 -14.89033 -21.14319
H 16.70581 -12.73524 -22.76697
H 16.08905 -11.77454 -21.60812
H 13.33385 -11.91890 -21.26773
H 13.48925 -13.68196 -21.33495
H 12.45274 -12.88612 -22.50717
H 14.15026 -14.76721 -23.28440
H 15.65476 -14.25663 -23.87685
H 12.99874 -13.91010 -25.11023
H 14.59277 -13.47493 -25.94590
H 12.77621 -11.61439 -24.72398
H 14.01771 -11.41596 -25.77910
H 14.15998 -10.61594 -23.11118
H 15.63755 -11.20090 -23.98702
N 17.67628 -25.49956 -16.94784
S 18.96005 -24.93355 -17.15748
O 19.02783 -23.53229 -17.62266
O 20.10532 -25.77020 -17.53787
F 19.10864 -24.68622 -15.58790
S 17.55747 -26.21756 -18.39020
O 18.17304 -27.55104 -18.36626
O 17.40208 -25.44881 -19.58943
F 15.99521 -26.53729 -18.07808
N 22.08397 -19.04665 -19.90315
S 21.31949 -20.12012 -20.55923
O 19.94825 -19.93193 -20.79728
O 21.77291 -21.51641 -20.46813
F 21.86618 -19.94094 -22.07205
S 21.60156 -19.41180 -18.32121
O 22.38478 -20.47973 -17.63528
O 20.22921 -19.15528 -17.99357
F 22.37979 -18.14989 -17.73747
N 27.75686 -19.13133 -23.16848
S 29.08193 -18.72018 -24.13417
O 28.81631 -18.34744 -25.51482
O 30.40686 -19.22197 -23.72887
F 29.23018 -17.18586 -23.49669
S 27.73316 -20.62471 -23.52382
O 28.45371 -21.42019 -22.52236
O 27.76861 -21.04585 -24.88513
F 26.21729 -21.00564 -23.13759
*
```

LUMO level = -9.54 eV
Orbital gap = 2.5 eV

Which formula does entry 7 have?
Cl2H3NSi

What did the seventh record say?
This record from the OMol25 dataset describes 2 unconnected molecules or ions with the total composition Cl2H3NSi at a distorted geometry. The level of theory is the ωB97M-V functional and the def2-TZVPD basis.

Structure (ORCA input):
```
! wB97M-V def2-TZVPD RIJCOSX def2/J DEFGRID3
* xyz 0 3
N 0.35680 0.99332 0.06058
Si -1.11803 0.39579 0.13961
Cl -1.35580 -1.55804 -0.04653
Cl 1.74308 -1.78570 -0.45349
H 0.87615 1.61602 0.65471
H 1.90900 -0.50198 -0.88295
H -2.41120 0.84060 0.52807
*
```

<S²> = 2.005
ΔE to the lowest compared entry with this formula, charge and spin = 44.0 kcal per mole
LUMO level (spin up / spin down) = 0.32 / -3.17 eV
Orbital gap (spin up / spin down) = 6.2 / 7.6 eV